{
  "formula": "Br3O3P",
  "method": "the ωB97M-V functional and the def2-TZVPD basis",
  "relative_energy_kcal_mol": 18.1,
  "spin_multiplicity": 1,
  "max_force_ev_per_a": 2.54,
  "smiles": "O=P(Br)(OBr)OBr",
  "total_energy_ev": -225557.425,
  "species": ["O", "O", "O", "P", "Br", "Br", "Br"],
  "xyz": [[-1.1572, 1.4875, -0.7900], [0.5089, -0.2835, -1.2609], [-1.2473, -0.4649, 0.6591], [-0.3079, 0.4953, -0.1396], [2.4231, -0.6421, -1.3280], [1.2919, 1.4679, 1.1259], [-1.5115, -2.0602, 1.7334]],
  "atomic_forces_ev_per_a": [[0.0, 0.1, 0.3], [2.3, -1.0, -0.2], [-0.9, -1.7, 1.5], [1.0, 1.2, -0.2], [-2.3, 0.4, 0.2], [-1.0, -0.7, -0.2], [1.0, 1.9, -1.4]],
  "nbo_charge": [-1.00, -0.90, -0.94, 2.26, 0.39, -0.24, 0.43]
}


{
  "formula": "C25H54N4NbO10P2",
  "method": "the ωB97M-V functional and the def2-TZVPD basis",
  "total_charge": -1,
  "spin_multiplicity": 1,
  "max_force_ev_per_a": 8.58,
  "total_energy_ev": -73355.661,
  "species": ["N", "C", "N", "N", "C", "C", "C", "C", "Nb", "C", "C", "O", "C", "O", "C", "C", "C", "C", "C", "N", "H", "H", "H", "H", "H", "H", "H", "H", "H", "H", "H", "H", "H", "H", "H", "H", "H", "H", "H", "H", "H", "H", "H", "H", "O", "P", "O", "C", "C", "O", "C", "C", "O", "C", "C", "H", "H", "H", "H", "H", "H", "H", "H", "H", "H", "H", "H", "H", "H", "H", "O", "P", "O", "C", "C", "O", "C", "C", "O", "C", "C", "H", "H", "H", "H", "H", "H", "H", "H", "H", "H", "H", "H", "H", "H", "H"],
  "xyz": [[0.0276, -0.2819, -0.9881], [-0.9759, -0.4617, -1.7474], [-0.7341, -1.1231, -3.0511], [-2.3156, -0.0143, -1.4203], [-3.0484, -1.0435, -0.6096], [-4.3678, -1.5725, -1.3363], [-5.6008, -0.8155, -0.6818], [-6.9899, -1.5914, -0.8875], [-8.6299, 0.0182, -0.8608], [-10.2398, 1.6440, -0.7802], [-10.5734, 2.1833, -2.2427], [-11.9748, 1.8842, -2.5847], [-12.7273, 2.8659, -1.9593], [-13.4492, 3.6009, -2.5749], [-10.3055, -1.5589, -1.1266], [-10.3812, -2.2189, -2.4335], [-11.4642, -3.1929, -2.6340], [-12.3632, -3.4489, -1.4968], [-12.1261, -2.6843, -0.2832], [-11.1447, -1.7695, -0.0542], [0.8710, -0.6594, -1.4351], [-1.3330, -1.9566, -3.0408], [-1.1675, -0.4935, -3.7393], [-2.1475, 0.7808, -0.7931], [-3.2808, -0.5726, 0.3842], [-2.3397, -1.8866, -0.4002], [-4.2806, -1.1899, -2.3889], [-4.4506, -2.6840, -1.2877], [-5.4350, -0.5257, 0.3875], [-5.7102, 0.1420, -1.2685], [-7.0028, -2.2013, -1.8262], [-7.0824, -2.2820, 0.0032], [-8.3814, 0.1965, -2.6652], [-7.4161, 1.3413, -0.4590], [-8.8303, -0.2179, 0.9469], [-11.1395, 1.1676, -0.2950], [-9.9346, 2.4771, -0.0849], [-10.3695, 3.2866, -2.2538], [-9.9642, 1.6990, -3.0401], [-12.6333, 2.9338, -0.8441], [-9.7180, -2.0307, -3.3002], [-11.6442, -3.7394, -3.5836], [-13.2117, -4.1607, -1.5439], [-12.8355, -2.8734, 0.5657], [4.2058, -2.6213, -1.5731], [5.6029, -2.8615, -1.0521], [5.2659, -4.0158, 0.0863], [4.5964, -5.2137, -0.2854], [5.5738, -6.2727, -0.7571], [5.7087, -1.5528, -0.0644], [4.8799, -0.4107, -0.2807], [3.6192, -0.4940, 0.5601], [7.2545, -3.0629, -0.7482], [8.0541, -3.8824, -1.5923], [7.6828, -3.8128, -3.0593], [3.8379, -5.0213, -1.0490], [4.0783, -5.5739, 0.6059], [6.0064, -5.9974, -1.7231], [5.0732, -7.2359, -0.8797], [6.3926, -6.3916, -0.0452], [4.6474, -0.2935, -1.3402], [5.4532, 0.4723, 0.0142], [3.1383, -1.4702, 0.4848], [2.9037, 0.2736, 0.2610], [3.8614, -0.3500, 1.6160], [8.0234, -4.9130, -1.2284], [9.0869, -3.5449, -1.4732], [6.6452, -4.1224, -3.2281], [8.3319, -4.4630, -3.6477], [7.7821, -2.7903, -3.4319], [8.3396, 3.4387, 4.0869], [7.2827, 3.8989, 3.1097], [5.9976, 4.0188, 4.1463], [6.0829, 4.8429, 5.3014], [5.6896, 6.2743, 4.9925], [6.9348, 2.4382, 2.4413], [7.8763, 1.3692, 2.4962], [7.6087, 0.4790, 3.6962], [6.3299, 4.5455, 1.8734], [6.4101, 5.9262, 1.5384], [7.8051, 6.5086, 1.6333], [7.0834, 4.8041, 5.7411], [5.3875, 4.4293, 6.0349], [6.4457, 6.7571, 4.3669], [5.5964, 6.8582, 5.9111], [4.7394, 6.3099, 4.4570], [8.8988, 1.7501, 2.4998], [7.7627, 0.7837, 1.5801], [7.4668, 1.0569, 4.6105], [8.4302, -0.2235, 3.8476], [6.6889, -0.0906, 3.5433], [5.7069, 6.4889, 2.1580], [6.0570, 6.0218, 0.5086], [8.2126, 6.4165, 2.6467], [7.7953, 7.5660, 1.3652], [8.4865, 5.9835, 0.9594]],
  "atomic_forces_ev_per_a": [[-0.6, 0.2, 0.0], [0.9, -0.2, -0.5], [-1.3, 0.5, 0.9], [1.5, 0.0, 0.5], [-0.2, -0.9, -0.2], [0.5, 1.6, 1.0], [-0.8, -0.3, -1.8], [0.6, 0.1, 1.3], [-0.2, -0.7, -0.3], [-0.2, 0.3, 0.1], [0.6, -0.6, 1.3], [-0.1, 1.9, 0.7], [0.0, -0.5, -0.6], [0.0, -0.3, 0.3], [0.6, 0.3, -0.7], [-2.8, -1.7, 1.2], [-0.1, 0.9, 2.4], [2.1, 1.8, -0.4], [-0.5, -0.9, -0.6], [-0.9, -1.7, -2.5], [-0.4, 0.2, 0.0], [0.2, 0.2, -0.3], [0.1, -0.5, 0.1], [-0.2, -0.3, -0.4], [0.0, -0.6, -1.0], [-0.6, 0.6, -0.1], [-0.2, -0.8, 0.8], [0.0, 0.9, 0.0], [-0.2, -0.5, -0.9], [0.5, -0.7, 0.8], [0.1, 0.5, 0.7], [-0.1, 0.4, -1.0], [0.5, 0.1, -0.7], [-0.3, 0.2, 0.4], [0.4, 0.0, 0.2], [0.7, 0.4, -0.7], [-0.2, -0.7, -0.8], [-0.3, -0.8, -0.3], [-0.7, 0.4, 0.6], [0.3, -0.2, -0.7], [-0.3, 0.2, 1.0], [0.3, 0.5, 0.7], [0.7, 0.6, 0.0], [0.7, 0.3, -0.7], [2.1, -1.0, -3.3], [-2.1, 1.7, 8.1], [0.3, -0.4, -1.0], [-0.2, -0.2, 0.2], [0.1, 0.0, -0.1], [0.8, -0.1, -0.9], [-0.4, 0.2, 0.1], [0.0, 0.0, 0.2], [-0.9, 0.2, -3.4], [0.6, -0.4, 0.0], [-0.1, 0.2, 0.0], [0.0, 0.1, 0.0], [0.0, 0.1, 0.0], [0.0, 0.0, 0.0], [0.0, 0.1, 0.0], [-0.1, 0.0, 0.0], [-0.1, -0.1, 0.1], [0.1, -0.2, 0.1], [0.0, 0.1, -0.2], [0.0, 0.0, 0.0], [0.0, 0.1, -0.1], [-0.1, 0.0, 0.0], [-0.1, 0.1, 0.1], [0.0, -0.1, 0.0], [-0.1, 0.0, 0.0], [0.0, 0.0, 0.0], [1.6, 3.3, -1.7], [-5.5, -6.4, 1.8], [0.6, 0.9, -0.1], [-0.2, 0.0, 0.3], [0.1, 0.1, -0.1], [0.4, 0.9, -0.7], [0.1, -0.4, 0.2], [-0.2, -0.1, 0.1], [3.3, 1.3, 0.2], [-0.4, 0.6, -0.3], [0.1, -0.2, 0.0], [0.0, -0.1, -0.1], [0.0, -0.1, -0.1], [0.0, 0.0, 0.0], [0.0, 0.0, 0.0], [0.0, 0.0, 0.1], [-0.1, 0.0, 0.1], [-0.2, 0.1, 0.0], [0.2, 0.1, -0.1], [0.0, 0.0, 0.0], [0.1, 0.0, -0.1], [0.1, 0.0, 0.1], [0.0, -0.2, 0.1], [0.0, 0.1, 0.1], [0.0, 0.0, 0.0], [0.0, 0.0, 0.0]],
  "lowdin_charge": [0.13, -0.52, 0.06, -0.01, -0.21, -0.20, -0.36, -0.44, 1.39, -0.41, -0.28, -0.09, -0.36, 0.07, -0.40, -0.12, -0.09, -0.09, -0.19, -0.02, 0.05, 0.07, 0.07, 0.10, 0.11, 0.11, 0.10, 0.10, 0.09, 0.04, 0.02, 0.03, -0.12, -0.13, -0.13, 0.03, 0.02, 0.11, 0.06, 0.15, 0.07, 0.08, 0.08, 0.09, -0.23, 0.65, -0.21, -0.29, -0.08, -0.22, -0.29, -0.07, -0.19, -0.30, -0.09, 0.11, 0.12, 0.06, 0.08, 0.08, 0.10, 0.11, 0.07, 0.07, 0.07, 0.10, 0.12, 0.06, 0.08, 0.09, -0.24, 0.65, -0.21, -0.30, -0.08, -0.22, -0.29, -0.07, -0.19, -0.30, -0.09, 0.11, 0.12, 0.06, 0.08, 0.08, 0.10, 0.11, 0.07, 0.08, 0.07, 0.10, 0.12, 0.06, 0.08, 0.09]
}


{
  "formula": "C26H25N4O5RuS",
  "method": "the ωB97M-V functional and the def2-TZVPD basis",
  "total_charge": 1,
  "spin_multiplicity": 1,
  "max_force_ev_per_a": 1.99,
  "total_energy_ev": -56973.024,
  "species": ["Ru", "O", "C", "C", "C", "C", "C", "C", "C", "N", "N", "C", "O", "C", "C", "C", "C", "C", "C", "H", "H", "H", "H", "H", "H", "H", "H", "H", "H", "C", "C", "N", "C", "C", "C", "S", "N", "C", "O", "C", "C", "C", "C", "C", "C", "H", "H", "H", "H", "H", "H", "H", "H", "H", "H", "H", "H", "H", "H", "H", "O", "O"],
  "xyz": [[-0.9454, 0.5031, -0.4929], [-1.1713, -0.4632, 1.3190], [-0.7489, -0.0424, 2.4157], [-0.6931, -0.9692, 3.5196], [-0.2147, -0.5973, 4.7208], [0.2302, 0.7529, 4.9956], [0.1652, 1.6847, 4.0385], [-0.3299, 1.3748, 2.6938], [-0.4577, 2.4198, 1.8464], [-0.8795, 2.2640, 0.5071], [-1.2463, 3.2630, -0.1190], [-1.6467, 2.7946, -1.5242], [-0.8239, 1.8476, -1.9531], [-1.9066, 3.9387, -2.4448], [-1.7924, 3.7206, -3.8137], [-2.0621, 4.7534, -4.6947], [-2.4465, 5.9976, -4.2122], [-2.5648, 6.2109, -2.8471], [-2.2945, 5.1815, -1.9581], [-1.0222, -1.9785, 3.3165], [-0.1563, -1.3285, 5.5171], [0.6031, 0.9939, 5.9805], [0.4801, 2.7024, 4.2284], [-0.2419, 3.4381, 2.1472], [-1.4825, 2.7502, -4.1755], [-1.9704, 4.5900, -5.7598], [-2.6535, 6.8035, -4.9034], [-2.8644, 7.1799, -2.4719], [-2.3823, 5.3512, -0.8943], [-2.9952, -3.4974, -0.8730], [-1.7170, -3.8545, -1.6117], [-0.5205, -3.4409, -0.8625], [0.0298, -4.4471, 0.0596], [1.0333, -5.3456, -0.6427], [0.0368, -2.2523, -0.9765], [-0.6807, -1.0859, -2.0986], [1.1533, -2.0214, -0.2745], [1.6415, -0.8277, 0.0029], [1.0308, 0.2922, -0.0734], [3.0343, -0.7632, 0.5139], [3.8144, -1.9159, 0.5722], [5.1133, -1.8503, 1.0471], [5.6355, -0.6361, 1.4716], [4.8611, 0.5153, 1.4167], [3.5637, 0.4540, 0.9372], [-3.8599, -3.8453, -1.4371], [-3.0825, -2.4181, -0.7486], [-3.0267, -3.9665, 0.1107], [-1.6917, -3.4135, -2.6056], [-1.6315, -4.9333, -1.7441], [-0.8235, -5.0154, 0.4315], [0.4871, -3.9344, 0.9009], [0.5612, -5.9491, -1.4177], [1.4935, -6.0232, 0.0758], [1.8200, -4.7467, -1.1002], [3.3944, -2.8558, 0.2429], [5.7194, -2.7452, 1.0853], [6.6505, -0.5861, 1.8430], [5.2729, 1.4618, 1.7396], [2.9597, 1.3482, 0.8721], [-2.7895, 0.9541, -0.6663], [-2.9681, 2.2081, -1.1724]],
  "atomic_forces_ev_per_a": [[-1.1, 1.0, -1.3], [-0.1, -0.6, 0.0], [0.0, 0.2, 0.1], [0.0, 0.1, -0.2], [0.1, 0.1, 0.1], [0.0, -0.1, 0.0], [-0.1, 0.0, -0.2], [0.1, 0.0, 0.2], [-0.1, -0.3, -0.3], [0.7, -0.1, 0.7], [-0.3, 0.0, -0.3], [-0.2, -0.2, 0.1], [0.0, -0.1, -0.2], [0.0, 0.1, 0.0], [0.0, 0.0, 0.0], [0.0, 0.0, 0.0], [0.0, 0.0, 0.0], [0.0, 0.0, 0.0], [0.0, 0.0, 0.0], [0.0, 0.0, 0.0], [0.0, 0.0, 0.0], [0.0, 0.0, 0.0], [0.0, 0.0, 0.0], [0.0, 0.0, 0.0], [0.0, 0.0, 0.0], [0.0, 0.0, 0.0], [0.0, 0.0, 0.0], [0.0, 0.0, 0.0], [0.0, 0.0, 0.0], [0.0, 0.0, 0.0], [0.1, 0.0, 0.0], [-0.1, -0.1, 0.0], [0.0, 0.0, 0.0], [0.0, 0.0, 0.0], [0.0, -0.2, 0.1], [0.4, 0.0, 0.7], [-0.2, 0.2, -0.2], [0.2, 0.0, 0.0], [-0.3, 0.1, 0.2], [-0.1, -0.1, -0.1], [0.0, 0.0, 0.0], [0.0, 0.0, 0.0], [0.0, 0.0, 0.0], [0.0, 0.0, 0.0], [0.0, 0.0, 0.0], [0.0, 0.0, 0.0], [0.0, 0.0, 0.0], [0.0, 0.0, 0.0], [0.0, 0.0, 0.0], [0.0, 0.0, 0.0], [0.0, 0.0, 0.0], [0.0, 0.0, 0.0], [0.0, 0.0, 0.0], [0.0, 0.0, 0.0], [0.0, 0.0, 0.0], [0.0, 0.0, 0.0], [0.0, 0.0, 0.0], [0.0, 0.0, 0.0], [0.0, 0.0, 0.0], [0.0, 0.0, 0.0], [0.9, -0.5, 0.7], [0.2, 0.5, -0.1]],
  "nbo_charge": [0.99, -0.55, 0.52, -0.25, -0.10, -0.22, -0.14, -0.16, 0.12, -0.19, -0.02, 0.55, -0.65, -0.05, -0.19, -0.19, -0.18, -0.21, -0.19, 0.24, 0.24, 0.24, 0.23, 0.24, 0.24, 0.22, 0.22, 0.22, 0.22, -0.62, -0.22, -0.36, -0.22, -0.62, 0.38, 0.12, -0.63, 0.67, -0.65, -0.08, -0.18, -0.21, -0.17, -0.21, -0.19, 0.23, 0.22, 0.21, 0.23, 0.22, 0.21, 0.23, 0.21, 0.23, 0.22, 0.23, 0.23, 0.23, 0.22, 0.23, -0.20, -0.19]
}


{
  "formula": "C3H9N3O2S",
  "method": "the ωB97M-V functional and the def2-TZVPD basis",
  "relative_energy_kcal_mol": 119.5,
  "spin_multiplicity": 1,
  "max_force_ev_per_a": 2.10,
  "total_energy_ev": -22650.814,
  "species": ["C", "C", "C", "N", "N", "N", "O", "O", "S", "H", "H", "H", "H", "H", "H", "H", "H", "H"],
  "xyz": [[0.9817, -2.4641, 0.9623], [-0.9316, 1.3703, -0.0041], [2.7993, -0.5235, -0.2721], [0.2894, 1.1770, 0.2763], [-1.6559, 2.5488, 0.2710], [-1.7854, 0.3804, -0.5377], [0.4872, -1.5027, -1.5249], [-3.0069, 0.8664, -1.1997], [1.0056, -1.1342, -0.1848], [0.0405, -3.1175, 0.9153], [1.1995, -2.3696, 2.0738], [3.3946, -1.0328, -1.0162], [2.6130, 0.5160, -0.3820], [3.2338, -0.6511, 0.7023], [-2.4391, 2.5111, 0.9328], [-1.0367, 3.1652, 0.7211], [-1.4340, -0.3602, -1.1132], [-3.7550, 0.6202, -0.6202]],
  "atomic_forces_ev_per_a": [[-1.4, -0.2, 0.5], [-1.8, -1.1, -0.3], [-1.6, -0.9, 0.7], [0.2, 0.0, -0.1], [0.0, 0.0, 0.3], [-1.9, 0.6, 0.1], [0.3, 0.0, 0.7], [1.1, -0.4, 0.8], [0.7, -0.6, 0.9], [1.3, 1.1, -0.6], [0.3, 0.6, -1.7], [-0.3, 0.0, -0.3], [0.2, 0.9, -0.7], [0.1, -0.3, 0.5], [0.1, -0.8, -0.8], [1.2, 1.2, 0.4], [0.7, 0.0, -0.3], [0.8, 0.0, -0.1]],
  "nbo_charge": [-0.75, 0.45, -0.75, -0.50, -0.81, -0.37, -0.94, -0.56, 1.44, 0.22, 0.23, 0.24, 0.25, 0.23, 0.38, 0.37, 0.40, 0.47]
}